Entry 1:
Molecular formula: C20H30N3O5PSn
Method: DFT, wB97M-V/def2-TZVPD

The value obtained for the HOMO energy (alpha / beta) is -21.5 / -21.5 eV.

Geometry as ORCA input:
```
! RIJCOSX wB97M-V def2-TZVPD def2/J DEFGRID3
* xyz 4 1
N 0.621 -0.365 -2.742
C 0.251 -0.645 -3.810
C -0.150 -0.977 -5.157
H -1.167 -0.619 -5.357
H -0.124 -2.060 -5.315
H 0.529 -0.507 -5.877
N 4.476 -0.350 -0.028
C 5.639 -0.388 -0.089
C 7.076 -0.446 -0.173
H 7.417 -1.480 -0.289
H 7.533 -0.029 0.731
H 7.430 0.130 -1.034
N 0.921 2.437 0.890
C 0.616 3.486 1.293
C 0.272 4.790 1.784
H 1.125 5.465 1.671
H -0.001 4.732 2.841
H -0.576 5.189 1.220
Sn 1.599 0.646 -0.617
C 3.688 1.798 1.330
O 4.634 2.129 1.875
C 3.348 -1.168 -2.478
O 3.952 -1.764 -3.232
C 0.623 -3.978 1.018
C -0.560 -3.380 1.456
C -0.544 -2.547 2.583
C 0.654 -2.325 3.280
C 1.831 -2.946 2.854
C 1.816 -3.775 1.722
H 0.609 -4.649 0.152
H -1.496 -3.563 0.926
H -1.463 -2.046 2.901
H 0.670 -1.643 4.132
H 2.776 -2.724 3.349
H 2.745 -4.232 1.366
C -3.545 1.055 2.900
C -2.271 1.709 2.440
O -2.128 1.651 0.952
P -1.164 0.554 0.203
O -2.209 -0.425 -0.566
C -3.645 -0.650 -0.354
C -3.898 -2.065 -0.801
O -0.521 1.441 -1.120
C -1.027 2.412 -2.096
C -2.195 1.895 -2.874
H -4.403 1.364 2.300
H -3.740 1.329 3.938
H -3.456 -0.034 2.884
H -2.262 2.774 2.682
H -1.395 1.226 2.892
H -3.924 -0.507 0.703
H -4.179 0.068 -0.991
H -3.383 -2.780 -0.145
H -4.971 -2.271 -0.758
H -3.550 -2.199 -1.834
H -1.250 3.320 -1.533
H -0.181 2.614 -2.757
H -3.084 1.871 -2.239
H -2.401 2.554 -3.726
H -1.990 0.898 -3.276
*
```



Entry 2:
Molecular formula: C23H20InN4O2
Method: DFT, wB97M-V/def2-TZVPD

The value obtained for the HOMO energy is -11.0 eV. The relative energy (zero: lowest compared OMol25 entry of this formula, charge and spin) is 0.116 eV.

Geometry as ORCA input:
```
! RIJCOSX wB97M-V def2-TZVPD def2/J DEFGRID3
* xyz 1 1
In 0.211 0.323 0.606
O 0.749 -1.599 0.918
C 1.212 -2.216 1.979
C 1.620 -3.554 1.812
C 2.100 -4.293 2.861
C 2.196 -3.745 4.142
C 1.818 -2.444 4.335
C 1.314 -1.651 3.279
C 0.931 -0.325 3.598
N 0.403 0.544 2.807
C 0.065 1.852 3.307
C -1.019 2.467 2.412
N -0.567 2.359 1.056
C -0.375 3.381 0.306
C 0.200 3.328 -0.998
C -0.057 4.413 -1.863
C 0.384 4.414 -3.161
C 1.134 3.332 -3.622
C 1.464 2.296 -2.785
C 1.023 2.255 -1.448
O 1.439 1.260 -0.703
H 1.549 -3.977 0.821
H 2.408 -5.311 2.695
H 2.572 -4.335 4.961
H 1.895 -1.997 5.315
H 1.089 -0.041 4.646
H 0.954 2.492 3.257
H -0.283 1.801 4.345
H -1.199 3.506 2.707
H -1.940 1.885 2.519
H -0.693 4.370 0.657
H -0.652 5.232 -1.485
H 0.154 5.233 -3.822
H 1.463 3.306 -4.649
H 2.060 1.468 -3.134
N -2.149 0.147 -3.006
C -1.646 0.688 -1.888
N -1.162 -0.220 -1.069
C -1.343 -1.442 -1.686
C -1.010 -2.735 -1.294
C -1.324 -3.761 -2.159
C -1.961 -3.527 -3.382
C -2.302 -2.253 -3.788
C -1.980 -1.215 -2.923
H -2.572 0.644 -3.776
H -1.636 1.748 -1.695
H -0.503 -2.903 -0.359
H -1.063 -4.773 -1.889
H -2.182 -4.365 -4.023
H -2.787 -2.063 -4.732
*
```



| no. | electronic energy (eV) |
| --- | --- |
| 1 | -51009.022 |
| 2 | -39401.481 |